Entry 1:
The following is a DFT calculation (ωB97M-V/def2-TZVPD) of 7 unconnected molecules or ions with the total composition C37H92N5O5 in a non-equilibrium geometry.

Computed properties:
gap between HOMO and LUMO (alpha / beta) = 0.3024 / 0.2230 hartree
HOMO energy (alpha / beta) = -16.2 / -16.2 eV
lowest unoccupied orbital energy (alpha / beta) = -8.0 / -10.1 eV
<S²> = 0.75
largest force on an atom = 2.59 eV/Å

```
! wB97M-V def2-TZVPD RIJCOSX def2/J DEFGRID3
* xyz 4 2
O -4.54 -3.57 1.50
O -0.57 -0.92 -5.03
O 0.46 -1.78 0.08
O -4.17 3.51 -1.55
O 0.56 -4.18 -1.46
N -1.57 2.73 -5.08
N 3.90 -2.44 1.49
N 1.27 4.42 1.04
N -2.51 -4.18 -2.18
N -2.65 -1.60 3.05
C 0.28 2.56 4.41
C -1.68 -2.76 3.29
C -0.09 5.19 0.77
C -3.70 -4.93 -2.79
C 3.83 4.79 0.91
C -0.02 -3.69 -2.72
C 1.24 3.95 2.52
C -3.12 -1.60 1.56
C -3.79 -1.57 4.05
C 6.28 -1.79 2.10
C 3.24 -1.51 2.59
C 2.77 2.53 0.20
C -2.26 -4.84 -0.80
C -4.06 2.31 -0.82
C -4.50 -2.21 1.20
C -1.30 3.80 -6.14
C 2.40 5.46 0.79
C -1.30 -4.38 -3.16
C 5.10 -0.48 0.30
C 4.07 -1.65 0.23
C 3.95 3.50 0.06
C -0.96 3.25 -3.75
C -2.84 -2.69 -2.03
C 0.21 2.90 2.92
C -3.15 2.65 -4.90
C 1.40 3.25 0.10
C 2.94 -2.21 3.91
C 5.29 -2.89 1.96
C 0.28 -0.51 -0.48
C -1.83 -0.29 3.35
C -1.17 0.25 -4.52
C -3.81 1.05 -1.74
C 2.47 -1.17 4.84
C 6.48 -0.89 0.83
C -2.93 2.47 0.25
C -0.92 1.40 -5.49
C 3.02 -3.66 1.27
H -0.74 -0.39 -0.85
H -0.23 3.91 -6.31
H -4.60 -4.66 -2.23
H -3.92 -4.46 -3.75
H -0.58 1.94 4.68
H -4.64 0.88 -2.43
H 7.29 -2.15 2.33
H 3.26 -4.10 0.30
H 4.85 0.28 1.04
H -2.06 -2.18 -1.46
H 4.90 3.06 0.35
H 2.18 5.87 -0.20
H 2.31 -1.20 2.11
H -3.87 -2.56 -1.70
H -1.91 2.32 -0.09
H -0.85 4.41 0.72
H 2.60 1.66 -0.45
H -1.55 4.15 -3.62
H 5.68 -3.64 1.27
H -0.79 -2.56 2.69
H -3.45 -5.98 -2.93
H -4.44 -0.70 3.97
H -3.43 -1.61 5.08
H -0.26 5.99 1.48
H 2.05 -2.82 3.73
H -1.25 -1.36 -5.55
H -0.60 0.33 -3.59
H 4.47 -2.34 -0.51
H -3.51 3.47 -4.29
H -3.55 1.74 -4.45
H 0.90 -0.18 -1.32
H 2.88 2.10 1.20
H 0.10 5.53 -0.25
H -2.27 -3.63 3.00
H -1.74 4.76 -5.90
H 0.22 0.27 0.28
H -2.20 0.06 -4.21
H 0.08 3.55 -3.89
H 0.03 3.44 5.00
H 2.33 6.29 1.50
H -5.33 -1.59 1.53
H 0.77 -3.90 -3.44
H -5.02 2.12 -0.35
H 1.22 2.10 4.71
H -4.30 -2.51 3.82
H 6.01 -1.19 2.97
H 1.42 3.63 -0.92
H 3.33 -4.31 2.09
H -1.40 -0.24 4.35
H -0.17 -2.61 -2.70
H -1.26 -5.46 -3.34
H 5.23 -3.35 2.95
H -1.59 -4.11 -4.18
H -3.19 1.75 1.03
H 0.15 1.55 -5.63
H -1.09 -0.09 2.57
H 0.38 1.99 2.35
H 3.76 -2.80 4.32
H 7.05 0.02 1.03
H 4.57 5.43 0.42
H -1.65 -4.18 -0.19
H 1.97 -3.35 1.25
H 2.19 3.46 2.72
H 1.04 4.77 3.21
H 1.80 -1.60 5.59
H -0.75 3.38 2.76
H -2.90 3.51 0.59
H 3.08 -1.34 -0.10
H 4.21 4.62 1.92
H -2.28 -1.82 0.90
H -1.35 1.09 -6.45
H -3.23 -5.01 -0.32
H -1.83 -5.82 -1.00
H -2.49 0.58 3.30
H -1.38 -2.71 4.34
H -3.82 0.16 -1.11
H 3.86 -0.62 2.73
H 0.63 -3.37 -0.95
H -1.90 3.43 -6.97
H 1.81 -0.46 4.35
H 3.29 -0.61 5.30
H -3.26 -0.56 1.30
H 0.47 2.71 0.27
H 4.06 3.76 -1.00
H -3.66 2.74 -5.85
H -2.76 -2.22 -3.01
H -4.68 -2.11 0.13
H -1.10 2.51 -2.96
H 5.14 -0.10 -0.72
H -5.04 -3.99 0.80
H -2.83 1.03 -2.23
H 7.10 -1.40 0.09
*
```

Entry 2:
The following is a DFT calculation (ωB97M-V/def2-TZVPD) of 8 unconnected molecules or ions with the total composition C37H95N5O13 in a non-equilibrium geometry.

Computed properties:
gap between HOMO and LUMO = 0.3214 hartree
HOMO energy = -8.5 eV
lowest unoccupied orbital energy = 0.2 eV
SMILES = COCCNCCOC.COCCNCCOC.COCCNCCOC.COCCNCCOC.COCCNCCOC.CC(C)O.CC(C)O.CO
largest force on an atom = 3.00 eV/Å
energy relative to the best compared isomer or geometry (same formula, charge and spin) = 126.0 kcal per mole

```
! wB97M-V def2-TZVPD RIJCOSX def2/J DEFGRID3
* xyz 0 1
O -18.07 -28.33 -24.34
O 0.23 -18.87 -27.83
O -7.23 -29.55 -30.99
O -15.06 -28.61 -27.56
O -2.35 -25.20 -26.78
O -8.08 -19.68 -32.18
O -7.27 -24.71 -26.46
O -5.01 -35.14 -30.84
O -13.19 -30.48 -34.63
O -13.20 -34.41 -37.62
O -0.28 -32.48 -33.97
O -10.04 -27.49 -43.87
O -7.31 -28.86 -38.36
N -13.69 -33.54 -34.83
N -3.54 -32.85 -32.10
N -0.57 -22.48 -27.49
N -9.81 -28.47 -41.09
N -17.61 -27.36 -27.08
C -1.79 -23.21 -27.83
C -3.32 -33.46 -30.79
C -2.33 -32.20 -32.62
C -1.62 -24.75 -27.91
C -8.24 -28.27 -39.20
C -2.06 -26.51 -26.58
C -7.78 -29.63 -37.29
C -4.59 -33.91 -30.15
C -17.34 -29.56 -24.42
C 0.47 -20.17 -27.32
C -1.56 -33.09 -33.62
C -7.57 -23.81 -24.30
C -5.98 -20.85 -32.37
C -10.45 -29.27 -42.20
C -6.20 -35.75 -30.40
C -12.66 -34.44 -35.37
C -13.99 -27.72 -27.89
C -7.17 -28.20 -30.68
C -16.07 -28.77 -28.56
C -13.21 -32.70 -33.76
C -9.01 -29.20 -40.15
C -19.14 -28.01 -25.28
C -12.37 -31.52 -34.25
C -13.24 -35.32 -36.49
C 1.37 -18.00 -27.78
C -12.89 -29.59 -35.66
C -11.06 -28.30 -43.24
C -8.22 -22.04 -32.18
C -7.47 -26.36 -24.55
C -13.92 -34.80 -38.81
C -7.84 -24.97 -25.22
C -18.67 -28.25 -26.72
C -0.84 -21.02 -27.46
C -17.16 -27.68 -28.44
C -7.39 -20.84 -31.76
C -0.04 -32.42 -35.38
C -9.07 -28.18 -44.68
H -16.70 -26.76 -28.82
H -0.70 -31.62 -35.73
H -6.36 -29.95 -30.87
H -1.43 -20.70 -26.60
H -13.62 -27.66 -28.92
H -11.79 -33.98 -35.83
H -6.95 -30.14 -36.79
H -13.75 -29.04 -36.04
H -7.73 -24.06 -23.25
H -19.55 -27.97 -27.31
H -14.29 -35.55 -36.29
H -7.63 -22.93 -31.95
H -16.83 -29.96 -25.30
H -13.17 -27.99 -27.23
H -1.63 -31.69 -31.96
H -8.60 -30.27 -37.61
H -8.25 -29.76 -40.70
H -13.87 -33.94 -39.48
H -8.51 -19.31 -31.41
H -17.98 -28.00 -29.09
H 0.16 -22.51 -28.19
H -2.80 -32.68 -30.25
H -2.67 -34.33 -30.92
H -12.66 -33.20 -32.96
H -14.91 -35.02 -38.40
H -8.26 -28.92 -36.61
H -5.44 -21.71 -31.99
H -14.02 -32.20 -33.23
H -11.82 -31.29 -33.34
H -1.96 -25.00 -28.91
H -19.33 -26.94 -25.33
H -0.55 -24.96 -27.87
H -9.05 -27.84 -38.60
H -12.17 -28.84 -35.34
H -11.87 -27.70 -42.83
H -1.03 -26.61 -26.24
H -3.74 -33.65 -32.69
H -1.27 -34.03 -33.15
H -0.30 -33.25 -36.03
H -11.18 -30.00 -41.87
H -2.70 -26.92 -25.79
H -8.91 -24.95 -25.47
H -18.62 -29.31 -26.97
H 1.24 -16.92 -27.69
H -2.76 -31.33 -33.10
H -20.06 -28.57 -25.06
H -6.42 -28.05 -29.91
H 1.97 -18.17 -26.89
H -5.36 -33.14 -30.07
H -2.59 -22.92 -27.15
H -8.92 -22.14 -31.35
H -6.45 -26.44 -24.19
H -16.59 -29.38 -23.65
H -17.92 -30.33 -23.92
H -11.57 -31.78 -34.95
H -2.28 -27.16 -27.43
H -7.10 -20.97 -30.72
H -7.10 -35.17 -30.60
H -1.98 -22.96 -28.87
H -8.25 -22.99 -24.53
H -16.32 -29.84 -28.58
H -6.16 -36.08 -29.36
H -6.98 -27.58 -31.56
H -4.34 -34.31 -29.16
H -9.32 -27.75 -41.61
H -13.38 -35.65 -39.22
H -9.49 -29.96 -39.53
H 0.71 -20.18 -26.26
H -14.29 -26.74 -27.53
H 1.31 -20.67 -27.80
H -8.38 -28.75 -44.06
H -6.51 -23.58 -24.42
H -12.66 -36.23 -36.59
H -16.85 -27.15 -26.45
H -15.60 -28.74 -29.54
H 0.98 -32.19 -35.69
H -11.46 -29.04 -43.94
H -6.03 -20.80 -33.46
H -9.70 -28.62 -45.45
H -14.03 -32.90 -35.54
H 1.92 -18.12 -28.72
H -8.48 -27.49 -45.28
H -12.28 -35.14 -34.62
H -1.37 -20.75 -28.37
H -7.83 -27.38 -39.68
H -6.43 -36.67 -30.92
H -9.77 -29.90 -42.77
H -7.66 -27.06 -25.36
H -6.34 -24.92 -26.32
H -5.44 -19.99 -31.98
H -8.65 -21.95 -33.18
H -8.07 -26.58 -23.67
H -8.12 -27.88 -30.26
H -12.40 -30.14 -36.47
H -2.16 -33.33 -34.49
*
```